(1)
{
  "formula": "C19H62O12",
  "method": "ωB97M-V/def2-TZVPD",
  "symbols": ["C", "C", "O", "H", "H", "H", "H", "H", "H", "C", "C", "O", "H", "H", "H", "H", "H", "H", "C", "C", "O", "H", "H", "H", "H", "H", "H", "C", "C", "O", "H", "H", "H", "H", "H", "H", "C", "C", "O", "H", "H", "H", "H", "H", "H", "C", "C", "O", "H", "H", "H", "H", "H", "H", "C", "C", "O", "H", "H", "H", "H", "H", "H", "C", "O", "H", "H", "H", "H", "C", "O", "H", "H", "H", "H", "C", "O", "H", "H", "H", "H", "C", "O", "H", "H", "H", "H", "C", "O", "H", "H", "H", "H"],
  "xyz": [[-3.224, 1.778, 7.256], [-4.168, 1.191, 6.193], [-3.998, 2.027, 5.060], [-2.198, 1.967, 6.940], [-3.142, 1.124, 8.124], [-3.671, 2.734, 7.529], [-5.207, 1.207, 6.524], [-3.969, 0.154, 5.923], [-4.809, 2.508, 4.880], [1.009, 0.657, -0.169], [0.165, 1.893, -0.377], [0.133, 2.631, 0.747], [0.879, 0.074, 0.743], [2.048, 0.956, -0.032], [1.087, -0.035, -1.008], [-0.888, 1.647, -0.517], [0.628, 2.511, -1.147], [-0.657, 2.511, 1.279], [-0.976, -7.831, -5.273], [-1.387, -6.362, -5.271], [-1.096, -5.763, -6.495], [-1.471, -8.460, -4.534], [0.114, -7.845, -5.244], [-1.354, -8.165, -6.239], [-0.867, -5.761, -4.524], [-2.417, -6.421, -4.920], [-0.164, -5.742, -6.726], [4.297, -5.178, 5.038], [5.172, -4.177, 4.278], [5.254, -4.556, 2.915], [4.503, -5.360, 6.092], [4.430, -6.146, 4.555], [3.255, -4.864, 4.972], [6.156, -3.993, 4.709], [4.620, -3.238, 4.229], [5.619, -3.834, 2.397], [-7.650, 4.984, 0.545], [-8.543, 5.478, 1.646], [-8.726, 4.506, 2.689], [-7.371, 5.831, -0.081], [-8.187, 4.203, 0.007], [-6.704, 4.577, 0.902], [-9.419, 5.896, 1.151], [-8.245, 6.414, 2.118], [-9.443, 3.904, 2.476], [11.830, -1.302, -1.500], [10.676, -2.012, -0.665], [9.500, -1.351, -1.050], [11.927, -0.317, -1.045], [11.594, -1.342, -2.564], [12.813, -1.768, -1.447], [11.024, -1.994, 0.367], [10.631, -3.001, -1.121], [9.490, -0.492, -0.622], [-3.619, 3.276, -6.505], [-3.140, 2.025, -7.250], [-3.315, 0.895, -6.433], [-4.705, 3.314, -6.596], [-3.248, 4.186, -6.976], [-3.311, 3.212, -5.461], [-2.092, 2.132, -7.528], [-3.497, 1.774, -8.249], [-2.888, 0.097, -6.754], [-6.102, -2.726, -1.104], [-6.730, -2.290, -2.200], [-5.353, -3.475, -1.361], [-5.647, -2.010, -0.420], [-6.770, -3.342, -0.501], [-6.130, -1.803, -2.770], [-2.430, 8.445, 4.712], [-2.959, 9.552, 5.404], [-2.180, 7.621, 5.382], [-3.245, 7.968, 4.169], [-1.633, 8.824, 4.072], [-2.756, 10.288, 4.822], [5.281, -0.617, -6.417], [4.694, -1.742, -7.125], [6.213, -0.995, -5.996], [5.461, 0.210, -7.103], [4.651, -0.335, -5.573], [5.422, -2.327, -7.345], [-0.425, -7.619, 1.537], [0.229, -6.533, 0.944], [-1.455, -7.627, 1.182], [0.036, -8.582, 1.319], [-0.534, -7.614, 2.621], [1.156, -6.570, 1.191], [3.894, 6.340, 3.784], [3.525, 5.023, 4.099], [3.793, 6.439, 2.703], [3.315, 7.119, 4.281], [4.958, 6.456, 3.992], [2.638, 4.951, 3.737]],
  "lowdin_charge": [-0.0893, -0.3150, -0.0917, 0.0710, 0.0653, 0.0703, 0.1070, 0.1024, 0.0798, -0.0941, -0.3729, -0.0686, 0.0725, 0.0677, 0.0696, 0.1147, 0.1162, 0.0950, -0.0928, -0.3554, -0.0723, 0.0715, 0.0701, 0.0743, 0.1055, 0.1095, 0.0896, -0.0810, -0.3242, -0.0908, 0.0685, 0.0704, 0.0693, 0.1056, 0.1023, 0.0800, -0.0998, -0.3372, -0.0734, 0.0746, 0.0754, 0.0720, 0.1041, 0.1066, 0.0779, -0.0925, -0.3103, -0.0795, 0.0620, 0.0675, 0.0592, 0.1057, 0.1051, 0.0826, -0.0719, -0.3453, -0.0844, 0.0685, 0.0699, 0.0767, 0.0971, 0.1050, 0.0845, -0.2459, -0.0811, 0.0756, 0.0792, 0.0808, 0.0914, -0.1741, -0.1228, 0.0766, 0.0699, 0.0819, 0.0685, -0.1382, -0.1412, 0.0725, 0.0721, 0.0739, 0.0608, -0.1939, -0.1047, 0.0781, 0.0741, 0.0701, 0.0761, -0.1840, -0.1167, 0.0744, 0.0751, 0.0783, 0.0727],
  "relative_energy_kj_mol": 772.1,
  "energy_ev": -45270.7519,
  "orbital_gap_ev": 10.249,
  "homo_energy_ev": -9.965,
  "smiles": "CCO.CCO.CCO.CCO.CCO.CCO.CCO.CO.CO.CO.CO.CO",
  "lumo_energy_ev": 0.28,
  "mol_weight_g_mol": 482.69
}

=====

(2)
{
  "formula": "C19H66B3BrF3NO20S",
  "method": "ωB97M-V/def2-TZVPD",
  "symbols": ["C", "C", "N", "C", "B", "O", "B", "Br", "O", "B", "S", "O", "O", "C", "F", "F", "F", "O", "H", "H", "H", "H", "H", "H", "C", "O", "H", "H", "H", "H", "C", "O", "H", "H", "H", "H", "C", "O", "H", "H", "H", "H", "C", "O", "H", "H", "H", "H", "C", "O", "H", "H", "H", "H", "C", "O", "H", "H", "H", "H", "C", "O", "H", "H", "H", "H", "C", "O", "H", "H", "H", "H", "C", "O", "H", "H", "H", "H", "C", "O", "H", "H", "H", "H", "C", "O", "H", "H", "H", "H", "C", "O", "H", "H", "H", "H", "C", "O", "H", "H", "H", "H", "C", "O", "H", "H", "H", "H", "C", "O", "H", "H", "H", "H"],
  "xyz": [[2.862, -0.031, -1.093], [1.944, 0.111, -2.278], [1.274, -0.867, -2.733], [1.752, 1.455, -2.947], [0.531, 2.130, -2.264], [0.671, 2.993, -1.161], [-0.232, 2.564, -0.219], [0.208, 1.928, 1.529], [-1.574, 2.534, -0.642], [-1.577, 1.612, -1.638], [-2.709, 0.119, -1.333], [-2.503, -0.327, 0.017], [-4.078, 0.468, -1.620], [-2.306, -1.319, -2.468], [-1.515, -2.182, -1.826], [-1.740, -0.901, -3.599], [-3.462, -1.923, -2.762], [-0.772, 1.813, -2.713], [2.278, 0.121, -0.190], [3.684, 0.673, -1.093], [3.200, -1.059, -1.075], [1.493, -1.709, -2.203], [2.656, 2.051, -2.914], [1.487, 1.255, -3.979], [-4.138, 3.291, 1.280], [-5.298, 2.466, 1.336], [-4.292, 4.135, 1.947], [-3.258, 2.730, 1.603], [-3.983, 3.659, 0.263], [-5.153, 1.721, 0.743], [2.919, -0.771, 3.241], [3.496, -0.847, 1.943], [1.989, -0.211, 3.173], [2.705, -1.775, 3.616], [3.605, -0.259, 3.923], [4.309, -1.351, 2.022], [2.169, 6.049, -3.048], [3.043, 5.194, -2.309], [2.737, 6.503, -3.851], [1.345, 5.475, -3.480], [1.767, 6.836, -2.403], [2.526, 4.796, -1.603], [-8.394, 0.716, 1.244], [-8.289, 1.006, 2.637], [-9.445, 0.633, 0.989], [-7.950, 1.522, 0.657], [-7.895, -0.229, 1.010], [-7.354, 1.083, 2.842], [1.364, -4.077, 2.027], [2.790, -4.035, 1.917], [1.004, -3.070, 2.188], [0.933, -4.476, 1.101], [1.073, -4.701, 2.871], [3.093, -4.934, 1.775], [5.844, -2.292, -1.708], [4.733, -3.173, -1.532], [5.669, -1.407, -1.100], [6.770, -2.772, -1.387], [5.930, -1.999, -2.752], [4.897, -3.949, -2.075], [-0.315, -3.027, 5.587], [-0.285, -2.904, 4.163], [0.702, -2.952, 5.960], [-0.919, -2.228, 6.022], [-0.732, -3.997, 5.873], [-1.190, -2.971, 3.851], [3.437, 3.227, 3.780], [2.615, 3.770, 2.750], [3.220, 2.164, 3.848], [4.496, 3.358, 3.543], [3.219, 3.697, 4.742], [2.807, 4.708, 2.689], [1.719, 5.969, -7.246], [2.016, 6.870, -6.181], [1.371, 5.039, -6.804], [0.934, 6.373, -7.890], [2.610, 5.766, -7.845], [2.324, 7.691, -6.571], [-3.510, -0.791, 7.265], [-2.625, -1.651, 7.984], [-2.946, -0.336, 6.455], [-4.344, -1.358, 6.845], [-3.898, -0.005, 7.915], [-3.127, -2.050, 8.698], [8.100, -1.975, -4.754], [8.232, -1.594, -3.387], [7.044, -2.140, -4.951], [8.466, -1.186, -5.416], [8.647, -2.899, -4.956], [9.165, -1.449, -3.215], [-11.386, 2.504, -0.048], [-10.437, 1.974, -0.969], [-11.670, 1.705, 0.632], [-10.951, 3.323, 0.531], [-12.278, 2.860, -0.568], [-10.187, 2.682, -1.567], [2.789, -5.868, -3.792], [4.205, -5.764, -3.956], [2.383, -4.865, -3.695], [2.344, -6.356, -4.662], [2.554, -6.440, -2.891], [4.546, -6.657, -4.038], [-2.229, -1.829, -6.397], [-2.144, -1.595, -7.801], [-1.222, -1.814, -5.991], [-2.819, -1.047, -5.914], [-2.681, -2.805, -6.196], [-3.036, -1.606, -8.154], [0.500, -2.433, 10.141], [0.522, -2.317, 8.725], [1.524, -2.354, 10.499], [-0.095, -1.631, 10.589], [0.091, -3.399, 10.449], [-0.390, -2.386, 8.421]],
  "lowdin_charge": [-0.0101, -0.4033, 0.1620, 0.0093, -0.4936, 0.2565, -0.9982, 0.9466, 0.2268, -0.5965, 0.8228, -0.2669, -0.2743, -0.6494, 0.1421, 0.1357, 0.1425, 0.3136, 0.0645, 0.0916, 0.0646, 0.0631, 0.1190, 0.1241, -0.1424, -0.1242, 0.0806, 0.0707, 0.0776, 0.0608, -0.1507, -0.1285, 0.0565, 0.0705, 0.0717, 0.0769, -0.1490, -0.1251, 0.0595, 0.0739, 0.0789, 0.0532, -0.1560, -0.1282, 0.0547, 0.0705, 0.0791, 0.0587, -0.1539, -0.1307, 0.0556, 0.0769, 0.0711, 0.0674, -0.1494, -0.1343, 0.0718, 0.0760, 0.0594, 0.0525, -0.1374, -0.1423, 0.0778, 0.0589, 0.0838, 0.0805, -0.1457, -0.1691, 0.0572, 0.0796, 0.0784, 0.0714, -0.1485, -0.1340, 0.0757, 0.0755, 0.0764, 0.0746, -0.1385, -0.1391, 0.0779, 0.0795, 0.0784, 0.0778, -0.1492, -0.1389, 0.0734, 0.0760, 0.0771, 0.0761, -0.1601, -0.1340, 0.0744, 0.0802, 0.0733, 0.0735, -0.1483, -0.1312, 0.0758, 0.0757, 0.0765, 0.0701, -0.1689, -0.1237, 0.0747, 0.0695, 0.0793, 0.0681, -0.1607, -0.1314, 0.0754, 0.0747, 0.0752, 0.0340],
  "relative_energy_kj_mol": 0.0,
  "energy_ev": -154272.0598,
  "orbital_gap_ev": 9.379,
  "homo_energy_ev": -9.597,
  "lumo_energy_ev": -0.22,
  "mol_weight_g_mol": 830.12
}